1.
# C12H36O6S6

C12H36O6S6 as an isolated structure in a non-equilibrium geometry (wB97M-V/def2-TZVPD, the OMol25 dataset).

Structure (ORCA input):
```
! RIJCOSX wB97M-V def2-TZVPD def2/J DEFGRID3
* xyz 0 1
H -3.323 3.013 3.804
H 3.341 3.063 -1.592
H -2.975 -6.016 0.012
H 0.651 -1.113 0.633
H 1.976 1.342 -3.838
C 1.288 -1.216 2.591
H -3.909 -5.032 -1.136
C 2.616 2.270 -1.406
H 1.216 1.314 -0.027
C -1.351 1.552 -3.124
C 0.872 0.887 -0.969
S 0.253 2.414 -2.727
H 3.739 1.616 -4.175
H 1.032 -0.257 2.139
H -2.622 1.132 2.107
H 3.579 -2.911 3.569
H -1.043 -3.179 1.431
H 1.528 -1.217 3.654
H 0.600 4.716 -3.047
H -4.696 -5.702 0.215
H -1.327 -2.798 -0.198
H 1.653 2.468 -1.877
O 1.238 2.138 -3.908
C -2.402 3.594 3.748
S -3.459 -3.728 0.849
H -0.875 4.401 -3.901
H -2.150 2.098 -2.622
H 3.918 -3.933 2.223
S -1.079 2.986 2.507
H 0.480 -1.919 2.388
H 3.068 -0.052 -4.139
S -0.853 0.224 -0.589
H -0.907 4.457 -2.106
C -3.748 -5.253 -0.081
H -1.430 0.855 3.498
O -3.737 -4.149 2.299
O -1.298 0.947 0.658
H -0.989 0.687 1.739
H -1.965 4.077 4.622
H 1.452 -0.005 -1.203
S 2.778 -1.697 1.691
C -1.557 -3.559 0.548
H -1.525 1.617 -4.198
O 2.264 -2.071 0.299
C -0.238 -1.354 0.050
O 0.255 3.168 3.224
C 3.162 -3.258 2.624
H -1.077 -4.531 0.436
H -2.688 4.509 3.230
H 2.203 -3.749 2.788
S 3.402 0.731 -1.935
O 2.449 -0.324 -1.394
H -0.881 -2.029 0.613
C -1.600 1.205 2.479
H 2.463 2.260 -0.327
H 0.009 -1.947 -0.831
H 0.857 1.641 -1.756
C 2.991 0.957 -3.734
C -0.335 4.160 -2.985
H -1.297 0.500 -2.846
*
```

Properties
Energy above the lowest of the compared OMol25 structures with the same formula, charge and spin (kJ/mol): 1984.8
Max |F| (eV/A): 12.844
LUMO (eV): 0.210
HOMO level (Eh): -0.2653

=====

2.
# C12H37N3O5

A 5-piece molecular cluster, C12H37N3O5 overall in a non-equilibrium geometry (wB97M-V/def2-TZVPD, the OMol25 dataset).

Structure (ORCA input):
```
! RIJCOSX wB97M-V def2-TZVPD def2/J DEFGRID3
* xyz 0 1
O -2.043 -13.210 10.753
H 2.395 -2.261 12.192
H 0.839 0.013 16.102
H -4.616 -7.092 2.428
H 3.977 -9.545 15.339
H -5.727 -6.711 6.788
H 5.989 -8.124 17.901
C 0.517 -2.138 11.509
H 0.089 -8.133 10.483
H -1.930 -7.776 5.334
H 7.686 -7.233 16.265
H -4.780 -5.926 4.702
H 2.404 0.698 15.539
H 7.963 -7.062 18.663
H 6.250 -5.718 15.141
H 2.051 -0.209 13.089
H -4.398 -7.452 7.597
C 7.758 -6.176 18.063
N -2.022 -7.947 4.343
H 2.233 -0.601 16.835
C -3.611 -7.454 2.644
H -2.448 -5.904 3.662
H -3.004 -6.991 1.866
C 7.027 -6.533 16.779
H -3.542 -6.042 5.873
H 0.059 -3.385 13.709
C 1.410 -2.210 12.656
H 0.549 -0.505 13.761
H 7.185 -5.451 18.642
H -2.626 -8.731 4.141
C -2.931 -6.842 3.934
H 1.625 -3.457 14.235
H -1.592 -13.680 11.454
N 6.764 -5.346 15.927
H 5.043 -6.735 17.798
H -0.529 -1.912 11.718
O -0.036 -8.746 9.758
H 6.011 -4.786 16.301
C 1.512 -0.996 13.616
O 2.030 -1.342 14.938
O 5.170 -7.933 16.015
H 0.676 -2.992 10.850
N 1.029 -3.380 13.424
C -5.072 -7.582 6.751
C 5.702 -7.353 17.187
H -3.530 -8.538 2.561
C 1.886 -0.197 15.884
H 8.757 -5.752 17.959
H 3.669 -9.014 16.891
H -0.403 -9.530 10.167
H -1.925 -13.760 9.979
H 5.154 -10.056 16.529
H 0.726 -1.261 10.896
H -5.656 -8.441 7.083
O -4.546 -7.826 5.495
C 4.512 -9.226 16.233
C -3.980 -6.586 5.036
*
```

Properties
Energy above the lowest of the compared OMol25 structures with the same formula, charge and spin (kJ/mol): 273.2
Max |F| (eV/A): 2.907
LUMO (eV): 0.688
HOMO level (Eh): -0.3296

=====

3.
# C12H38BrN10O6

C12H38BrN10O6 as an isolated structure in a non-equilibrium geometry (wB97M-V/def2-TZVPD, the OMol25 dataset).

Structure (ORCA input):
```
! RIJCOSX wB97M-V def2-TZVPD def2/J DEFGRID3
* xyz -1 1
H -3.873 1.962 0.393
H -0.024 -2.853 3.350
H 1.822 3.222 -3.281
H 3.910 0.634 -1.626
H -1.476 0.527 -1.136
N 2.990 0.316 -1.894
O 4.701 0.854 0.642
H 1.859 1.761 0.536
N -2.447 0.406 -1.389
H 0.782 -0.041 -2.574
H -2.460 -0.428 -1.959
C 1.406 -2.884 -0.667
H 1.207 2.291 -1.908
H -1.453 -3.700 3.048
H -1.806 1.727 -3.134
N 1.070 2.754 -2.795
N 2.751 -0.230 0.512
C -0.372 -3.807 2.956
H 1.916 -3.812 -0.411
C -1.892 -0.844 0.571
C -3.097 1.830 3.205
H -0.621 1.353 -1.860
H -0.002 -0.100 1.954
H -1.672 -3.551 0.546
H -1.125 -0.404 1.209
H -0.798 -2.077 1.077
C -0.088 -2.963 -0.805
O 3.413 0.382 -4.073
O -3.219 0.931 2.108
H 1.843 -2.053 -0.113
O -0.483 3.300 -4.280
H -4.006 -0.048 -0.160
H -2.138 2.339 3.105
C 2.699 0.331 -3.123
C -2.986 1.445 0.759
H 0.058 -4.637 3.518
O 1.089 2.756 1.487
H 1.796 -0.071 0.225
H -0.589 -1.059 -1.239
H -1.568 -2.047 -0.810
C 3.513 0.844 0.454
H -3.277 1.285 4.132
H 2.173 0.343 -1.301
N 1.430 0.126 -3.330
H -0.359 1.224 3.715
N 0.470 0.673 1.507
H -0.217 -3.861 -1.409
O -0.016 -3.962 1.557
N 0.122 1.972 3.236
C -0.101 2.653 -3.305
H 1.002 0.019 -4.239
H 1.955 -2.639 -1.576
N -0.787 -2.027 -1.451
H -0.042 2.865 3.677
C -0.698 -3.072 0.642
H -3.719 2.719 3.102
Br 0.302 0.305 -0.837
H 0.786 0.620 0.550
C 0.641 1.803 2.046
H -1.301 -1.329 -0.206
C -2.946 0.175 -0.037
N -0.903 1.842 -2.697
H 3.323 2.733 0.916
H -2.212 2.211 0.706
N 2.858 1.903 0.578
H 3.154 -1.145 0.660
H -2.271 -1.795 0.945
*
```

Properties
Energy above the lowest of the compared OMol25 structures with the same formula, charge and spin (kJ/mol): 2028.4
Max |F| (eV/A): 6.363
LUMO (eV): 2.268
HOMO level (Eh): -0.2135

=====

4.
# C12H38MnO12

C12H38MnO12 as an isolated structure in a non-equilibrium geometry (wB97M-V/def2-TZVPD, the OMol25 dataset).

Structure (ORCA input):
```
! RIJCOSX wB97M-V def2-TZVPD def2/J DEFGRID3
* xyz -1 7
O -0.028 1.704 1.597
H 0.379 2.837 -2.148
O 4.941 -0.073 -0.117
C 5.432 0.091 1.214
C 3.892 -3.211 2.282
H -3.421 -1.166 -2.926
Mn -2.068 2.459 1.990
H 3.016 -2.956 1.686
H -0.533 -4.556 -1.519
H 1.591 -0.721 0.693
H 6.143 0.917 1.178
H 4.425 -2.364 2.714
H -4.191 -3.436 2.303
H 3.010 -4.831 2.620
H 0.252 -0.738 -0.514
O -1.458 2.711 -3.119
C -5.685 2.770 0.054
H 4.154 0.477 -0.107
H -4.118 -1.951 1.342
H -4.156 -0.784 -1.471
H 1.690 -0.102 -3.389
H -3.617 1.345 -1.727
O -3.219 0.783 -2.397
C -3.248 -0.566 -2.032
H -2.368 -0.880 -1.471
H 1.398 0.599 -0.331
H 3.319 0.324 -3.953
C 0.806 -0.139 0.209
O -4.241 2.587 2.022
C -0.263 0.637 1.055
O 2.548 2.967 1.852
C -0.679 2.710 -1.919
O 3.576 -4.278 3.163
H -2.065 -1.383 2.099
O -1.442 0.254 1.326
H 2.354 4.712 3.039
H 3.842 -1.303 -4.475
C -1.092 -3.624 -1.597
H -0.661 -2.766 -1.081
H -0.344 -3.508 -3.298
O -3.243 2.331 0.174
H 4.580 -3.460 1.474
H -0.941 3.590 -1.331
H 6.050 -0.777 1.442
H -0.922 1.761 -1.441
H -1.985 -3.769 -0.988
O -1.212 -3.342 -2.922
C -3.763 -2.435 2.251
H -6.415 3.293 0.671
H 2.764 3.206 3.915
H 1.672 2.636 2.062
H -5.559 3.358 -0.856
O -2.314 -2.272 2.358
H 4.676 0.206 1.990
H 3.161 -0.615 -2.416
H -2.211 2.121 -3.039
H -6.006 1.759 -0.196
C -4.341 2.548 0.789
C 2.735 -0.410 -3.398
H -4.174 -1.804 3.039
H 3.804 4.252 2.838
C 2.849 3.743 2.971
O 2.928 -1.466 -4.232
*
```

Properties
<S²>: 12.0022
Max |F| (eV/A): 4.861
LUMO (spin up / spin down) (eV): 2.296 / 2.293
HOMO level (spin up / spin down) (Eh): -0.0624 / -0.2471

=====

5.
# C12H38N3O6

A 5-piece molecular cluster, C12H38N3O6 overall in a non-equilibrium geometry (wB97M-V/def2-TZVPD, the OMol25 dataset).

Structure (ORCA input):
```
! RIJCOSX wB97M-V def2-TZVPD def2/J DEFGRID3
* xyz 1 1
H 0.746 0.165 0.021
H 1.099 1.670 4.393
C -1.905 -1.603 -2.813
C 2.164 -1.042 1.792
N -1.342 -0.229 -2.695
H -3.642 -2.658 -2.008
H 2.139 2.259 -2.191
H -1.374 -0.504 3.457
H -3.145 -0.376 3.424
H -2.988 -1.401 -0.952
C -2.150 -1.995 -4.243
C -2.114 1.417 2.983
N -0.161 0.622 -0.201
C 3.071 -2.180 2.230
H 1.852 4.513 0.792
C -3.184 -1.673 -1.992
N 2.410 -0.596 0.400
C 1.828 0.960 4.810
C -2.226 -0.079 2.912
O -2.219 -0.498 1.550
H 0.111 3.610 -2.091
H -1.191 -1.975 -4.789
H -2.123 0.421 -2.814
H 2.757 -2.578 3.199
H -2.979 -4.913 -5.459
H 2.273 4.012 -2.176
H 4.115 -1.877 2.323
O 2.707 4.348 0.385
H -2.843 -1.300 -4.740
H 2.200 2.334 0.353
C 2.686 3.084 -0.282
H -0.807 -0.036 -3.544
H -2.687 -1.333 1.467
O -0.928 1.821 2.276
H 1.705 0.994 2.294
H -2.030 1.700 4.037
O -2.673 -3.298 -4.257
H 3.733 2.857 -0.458
O 1.950 -0.166 3.981
H -2.974 1.953 2.572
H -3.912 -0.949 -2.378
H 3.412 -0.492 0.257
H -1.416 -4.084 -5.707
C -2.481 -3.947 -5.493
H -1.209 -2.314 -2.360
H -0.715 2.722 2.535
H -2.942 -3.392 -6.323
C 1.943 3.155 -1.584
O 0.542 3.259 -1.306
C 2.338 0.172 2.676
H -0.768 0.668 0.627
H 3.377 0.541 2.642
H -0.600 0.247 -1.075
H 2.787 1.476 4.945
H 1.488 0.635 5.789
H 2.164 -1.345 -0.245
H 1.121 -1.362 1.872
H 0.007 1.627 -0.377
H 3.004 -3.045 1.563
*
```

Properties
Energy above the lowest of the compared OMol25 structures with the same formula, charge and spin (kJ/mol): 0.0
Max |F| (eV/A): 1.093
LUMO (eV): -2.261
HOMO level (Eh): -0.4543

=====

6.
# C12H38N4O7

A 7-piece molecular cluster, C12H38N4O7 overall in a non-equilibrium geometry (wB97M-V/def2-TZVPD, the OMol25 dataset).

Structure (ORCA input):
```
! RIJCOSX wB97M-V def2-TZVPD def2/J DEFGRID3
* xyz 0 1
C 0.251 0.401 -0.290
O 0.855 -0.270 0.538
C -3.097 1.486 2.955
H -1.906 5.298 -0.052
H -3.651 1.026 2.132
H 3.677 1.483 -2.824
H -0.641 4.120 0.322
H 3.254 3.200 -3.057
H -2.277 -1.201 -1.129
C -0.602 -2.764 2.654
C -3.822 -2.771 -1.542
O -3.860 -3.084 -0.135
H -1.512 1.209 -0.951
H -3.789 -3.703 -2.112
H -0.267 5.039 -1.931
H 5.700 2.897 -3.434
N -1.086 0.691 -0.201
O -0.898 -3.747 3.315
H -2.378 -1.667 -2.810
H -2.384 3.007 0.816
H 1.251 -4.477 -0.596
C 5.279 2.831 -2.431
N 0.563 -2.063 2.780
H -4.754 -2.267 -1.805
H -4.190 -3.979 -0.016
H -2.309 -2.607 1.486
H -2.027 -0.251 3.594
C 3.799 2.490 -2.428
H 5.478 3.743 -1.866
H 2.848 -4.903 -1.283
H -1.736 -2.781 -1.716
H 0.816 -1.332 2.122
H 3.993 -4.822 1.543
C -1.817 0.792 3.368
C -2.528 -2.029 -1.786
O -2.947 2.884 2.675
O 5.936 1.752 -1.735
O -2.488 3.310 -0.100
H 6.716 1.453 -2.206
H 0.423 1.486 -2.117
C -1.063 4.299 -1.767
H -3.820 1.384 3.775
N -1.430 -2.186 1.724
H -0.994 0.827 2.655
H -1.581 0.493 0.647
H -1.874 4.669 -2.396
H 4.001 -3.227 0.092
H 3.389 2.535 -1.421
C -1.507 4.318 -0.324
H 2.504 -2.752 0.831
C 3.011 -3.602 0.361
H 1.266 -2.477 3.364
N 0.810 0.835 -1.463
H -0.589 3.383 -2.116
H 2.034 -3.233 -1.466
H -0.940 -1.609 1.062
H -2.728 3.307 3.511
H -1.438 1.319 4.248
O 3.071 -4.598 1.398
C 2.247 -4.109 -0.845
H 1.760 0.543 -1.617
*
```

Properties
Max |F| (eV/A): 1.395
LUMO (eV): 0.476
HOMO level (Eh): -0.3305

=====

7.
# C12H39ClNO15

A 8-piece molecular cluster, C12H39ClNO15 overall in a non-equilibrium geometry (wB97M-V/def2-TZVPD, the OMol25 dataset).

Structure (ORCA input):
```
! RIJCOSX wB97M-V def2-TZVPD def2/J DEFGRID3
* xyz -1 1
O 5.969 3.778 -11.380
H -3.441 2.314 -11.404
H -0.872 4.744 -7.769
O 7.149 6.749 -7.997
H -1.822 3.002 -11.629
C 6.798 7.597 -9.070
H -2.580 4.169 -7.976
O -2.938 2.966 -4.214
H -2.933 1.750 -7.326
O 4.610 6.740 -9.542
H -1.985 1.288 -11.307
H -0.329 2.637 -9.185
H -1.664 4.593 -4.543
H 2.379 1.766 -5.859
H 4.617 5.533 -6.702
O 2.299 1.144 -5.117
H 8.323 1.117 -6.716
O -2.295 2.448 -9.672
H 5.088 4.014 -11.065
C -2.409 2.272 -11.062
O 3.214 2.670 -7.608
O 5.289 4.959 -7.107
H -3.308 4.969 -3.836
H -4.378 2.355 -5.520
C 6.031 2.154 -4.933
H 7.078 0.311 -4.519
N -1.275 2.974 -6.761
O 6.511 3.500 -4.927
O 1.868 4.320 -8.544
H 5.887 4.035 -5.439
C 1.152 1.481 -4.362
H 8.043 1.750 -4.694
H 4.786 4.205 -7.445
C -3.397 2.842 -5.548
H 0.239 1.108 -4.857
C -1.214 3.277 -9.266
H 5.333 2.015 -5.768
C 5.883 6.954 -10.092
H -1.062 4.140 -9.920
H 2.598 5.045 -5.677
Cl 2.804 3.265 -8.875
C 7.196 1.207 -5.138
H 6.204 8.442 -8.655
H 4.524 5.808 -9.306
O 2.656 5.978 -5.921
H 6.229 3.055 -10.802
H 7.635 8.158 -9.498
O 7.413 0.902 -6.503
H 1.876 3.348 -3.498
H 6.341 6.000 -10.384
C -2.470 4.259 -3.887
H 1.181 0.888 -3.441
H -2.118 1.174 -5.932
H -3.599 3.831 -5.986
H -0.568 2.344 -7.149
O 0.997 3.702 -5.292
H 5.485 1.944 -4.007
H -2.090 4.220 -2.863
C 1.046 2.956 -4.080
C -1.529 3.885 -7.910
H 0.079 3.112 -3.573
H 1.816 6.140 -6.357
H 0.265 3.362 -5.853
O 3.969 3.824 -9.539
H 6.361 6.198 -7.843
C -2.405 2.105 -6.428
H 5.882 7.540 -11.017
O 2.228 2.282 -9.736
*
```

Properties
Max |F| (eV/A): 2.143
LUMO (eV): 2.570
HOMO level (Eh): -0.2439

=====

8.
# C12H39ClO11

C12H39ClO11 as an isolated structure in a non-equilibrium geometry (wB97M-V/def2-TZVPD, the OMol25 dataset).

Structure (ORCA input):
```
! RIJCOSX wB97M-V def2-TZVPD def2/J DEFGRID3
* xyz 0 1
H 0.128 -0.946 -4.159
H 1.684 -0.144 0.227
C -1.461 -3.988 1.156
C 3.629 0.877 0.453
H -0.782 -4.550 1.797
H 3.905 -1.674 1.464
O 0.509 -1.812 -1.204
C -1.946 -1.624 2.320
H 0.541 1.455 2.700
H 1.074 -1.786 -1.980
H -1.479 -0.885 -3.522
C 2.744 -0.399 0.255
H -1.218 4.139 -1.777
H 1.291 2.314 -0.981
H 1.310 1.056 0.209
H 2.750 2.193 0.047
H -1.647 2.456 -1.357
H 0.762 3.121 3.260
O 3.094 -1.110 -0.856
H 2.110 -2.133 1.332
O -0.878 0.722 1.107
H -1.657 -0.864 -1.516
Cl -0.643 0.264 -0.208
O 0.072 -0.401 -2.099
H -0.322 -2.153 -1.543
H -1.337 -1.809 3.205
H -3.865 -0.627 -1.281
H -3.175 -1.875 -0.247
H 2.684 -0.872 2.382
H -0.774 3.507 -0.223
H -2.478 -4.349 1.309
C 1.128 2.364 2.566
C 1.136 2.959 1.166
C -1.557 3.475 -0.981
O 0.767 -0.145 -0.234
C -1.328 -2.417 1.157
C 2.865 -1.351 1.420
H -3.405 3.916 -1.097
C -0.494 -0.428 -3.429
O -2.118 -1.576 -1.965
C -3.399 -1.613 -1.281
O -0.898 1.242 -1.173
H -1.955 -0.574 2.027
H 2.090 2.056 2.974
H -1.247 -4.266 0.124
O -0.043 -1.997 0.911
H -0.395 0.303 -1.644
H -0.583 2.312 0.693
C 1.668 2.066 0.011
H 0.353 -0.925 -0.872
H 1.730 3.866 1.055
H 4.676 0.740 0.724
H 3.612 1.644 -0.322
O -1.390 -0.898 -0.521
H -4.078 -2.407 -1.593
H 3.320 1.531 1.268
H 3.404 -0.472 -1.503
O -2.795 3.801 -0.365
O -0.219 3.190 0.828
H -2.958 -1.996 2.476
H -0.063 -1.058 0.712
H -1.885 -2.074 0.285
H -0.561 0.629 -3.687
*
```

Properties
Energy above the lowest of the compared OMol25 structures with the same formula, charge and spin (kJ/mol): 3343.1
Max |F| (eV/A): 19.276
LUMO (eV): 0.369
HOMO level (Eh): -0.3026